DFT (the ωB97M-V functional and the def2-TZVPD basis) results for a cluster of 2 separate species, C15H18 in total at a distorted geometry.

Structure (XYZ):
```
33
Properties=species:S:1:pos:R:3:forces:R:3
C -0.690 2.623 -0.359 2.759 0.160 -0.057
C 2.300 1.873 -3.365 -0.500 -0.671 1.673
C 2.588 2.669 -2.253 0.981 0.896 -1.303
C 1.098 1.161 -3.372 1.196 0.666 -0.828
C 1.607 2.974 -1.333 -0.151 -0.154 0.354
C 0.137 1.425 -2.410 -0.768 -0.021 -1.212
C 0.351 2.374 -1.431 0.262 0.044 0.546
H 3.044 1.696 -4.109 0.346 -0.058 -0.404
H 3.584 3.159 -2.265 -0.788 -0.241 0.414
H 1.013 0.488 -4.221 -0.727 -0.095 0.300
H 1.776 3.671 -0.512 0.149 -0.133 -0.238
H -0.868 1.039 -2.599 0.223 -0.254 0.523
H -1.641 2.701 -0.833 -0.969 -0.096 0.482
H -0.330 3.488 0.206 -0.775 0.469 -0.278
H -0.445 1.831 0.352 -1.504 0.064 -0.428
C -0.359 -3.754 1.637 -0.257 -0.830 1.341
C 0.029 -4.126 0.213 -1.176 -0.606 -0.887
C -0.805 -2.309 1.864 2.153 -2.947 -0.168
C 0.093 -1.331 1.462 -1.709 1.622 -0.560
C -1.935 -2.064 2.605 -0.140 1.571 -0.924
C -0.388 -0.026 1.618 2.380 1.724 -0.406
C -2.346 -0.735 2.689 -0.212 -0.568 2.977
C -1.555 0.330 2.238 -1.633 -1.309 0.450
H -1.128 -4.480 2.021 0.193 0.853 -0.620
H 0.454 -4.048 2.326 0.106 0.716 -0.281
H 0.908 -4.743 0.148 0.728 0.170 0.055
H 1.015 -1.448 0.878 -0.486 -0.475 0.555
H -2.496 -2.843 3.099 -0.013 -0.150 -0.191
H 0.282 0.816 1.314 -0.364 -1.140 0.366
H -3.069 -0.639 3.539 -0.033 0.742 -1.403
H -1.946 1.324 2.434 0.602 0.068 -0.303
H 0.035 -3.338 -0.565 0.264 -0.083 0.769
H -0.743 -4.819 -0.126 -0.132 0.068 -0.313
```
Positions in Å, forces in eV/Å.

Values from the calculation:
LUMO level (eV): 0.937
Kohn-Sham gap (eV): 9.84
Maximum force (eV/Å): 3.7
SMILES string: CCc1ccccc1.Cc1ccccc1

***

DFT (the ωB97M-V functional and the def2-TZVPD basis) results for a cluster of 2 separate species, C15H18 in total at a distorted geometry.

Structure (XYZ):
```
33
Properties=species:S:1:pos:R:3:forces:R:3
C -0.951 2.747 2.076 0.259 1.681 0.395
C -2.021 2.395 3.100 -2.260 0.417 -2.482
C 0.230 1.803 1.918 -1.376 0.237 -2.712
C 1.256 2.191 1.041 0.833 -0.437 1.167
C -0.061 0.441 1.992 -0.633 -0.713 1.340
C 2.197 1.224 0.691 0.971 -0.770 0.662
C 0.769 -0.542 1.472 0.725 -0.676 -1.209
C 1.983 -0.145 0.934 0.455 1.053 -0.261
H -1.409 2.921 1.101 -0.096 -0.613 -0.212
H -0.597 3.789 2.235 0.171 -0.613 0.502
H -1.598 2.012 3.973 0.371 -0.098 1.824
H 1.404 3.224 0.747 -0.077 -0.007 0.130
H -0.972 0.163 2.552 0.478 0.017 -0.665
H 3.202 1.403 0.304 -0.508 0.731 -0.296
H 0.502 -1.575 1.201 -0.333 0.316 1.317
H 2.794 -0.797 0.565 -0.813 -0.030 0.400
H -2.740 1.639 2.716 0.811 -0.189 0.040
H -2.783 3.217 3.174 1.271 -0.266 0.701
C 1.099 0.116 -2.091 0.038 0.080 -1.252
C -1.191 -3.503 -2.178 0.527 -0.696 0.038
C 0.005 -3.484 -1.408 0.125 1.544 -0.172
C -1.640 -2.341 -2.830 -0.225 1.190 0.634
C 0.758 -2.296 -1.352 -0.786 -1.500 -1.490
C -0.944 -1.165 -2.672 -0.877 -0.139 -2.119
C 0.319 -1.131 -2.120 1.188 -0.349 2.359
H -1.764 -4.423 -2.381 0.499 0.376 0.506
H 0.327 -4.366 -0.886 0.128 -0.180 0.030
H -2.591 -2.340 -3.347 0.128 -0.105 -0.174
H 1.761 -2.294 -0.956 -0.058 0.033 0.415
H -1.194 -0.274 -3.238 -0.592 -0.062 0.229
H 0.473 0.907 -2.481 -0.130 0.325 -0.074
H 1.980 0.099 -2.793 -0.397 -0.245 0.956
H 1.398 0.387 -1.059 0.184 -0.311 -0.528
```
Positions in Å, forces in eV/Å.

Values from the calculation:
LUMO level (alpha / beta) (eV): -3.851 / -8.070
⟨S²⟩: 0.768
Kohn-Sham gap (alpha / beta) (eV): 8.21 / 3.91
2S+1: 2
Total charge: +1
Maximum force (eV/Å): 3.4

***

DFT (the ωB97M-V functional and the def2-TZVPD basis) results for a structure of composition C15H18AlBr2Cl11F4IMgN2O9P at a distorted geometry.

Structure (XYZ):
```
65
Properties=species:S:1:pos:R:3:forces:R:3
C 3.356 1.838 1.608 -0.239 -1.076 0.188
C 2.840 0.913 0.480 0.507 1.390 -0.279
Cl 4.301 0.353 -0.419 -0.465 -0.327 0.314
C 1.946 1.694 -0.536 0.182 0.137 0.469
Cl 2.731 3.302 -0.814 -0.319 -0.338 -0.347
C 0.513 1.839 -0.009 1.269 0.561 -0.361
C 0.133 3.096 0.530 -0.013 -0.077 0.040
C -1.115 3.278 0.996 0.223 0.470 0.142
C -2.015 2.219 0.914 -1.706 0.915 0.652
N -1.650 1.056 0.428 0.826 -0.839 -0.053
I -3.254 -0.348 0.410 0.675 -0.848 -0.742
C -0.370 0.795 -0.044 0.297 0.451 0.288
P -0.157 -0.941 -0.628 -1.168 -1.164 -0.284
O -0.068 -1.751 0.808 0.313 1.232 -0.179
Cl 1.660 -1.309 -1.487 -0.317 0.610 0.159
H 3.547 1.218 2.485 0.095 0.103 -0.164
H 2.609 2.577 1.912 0.158 0.013 -0.162
H 4.298 2.290 1.306 -0.294 0.283 0.060
H 2.292 0.078 0.924 0.187 -0.123 -0.385
H 1.922 1.261 -1.533 0.152 -0.194 0.249
H 0.811 3.936 0.606 0.244 -0.347 -0.237
H -1.382 4.239 1.415 -0.412 -0.255 0.002
H -3.025 2.365 1.288 0.231 -0.370 0.324
H 0.256 -1.158 1.510 0.131 -0.481 0.078
C 2.332 -4.503 -0.948 0.237 -0.248 -0.246
C 2.154 -5.755 -0.115 -0.242 0.752 0.233
O 2.423 -6.943 -0.903 0.129 -0.568 -0.025
C 3.702 -7.274 -1.038 -0.389 0.745 0.760
O 4.637 -6.696 -0.573 0.091 -0.501 -0.289
C 3.820 -8.567 -1.864 0.542 0.221 -1.617
F 3.026 -8.571 -2.919 -0.223 -0.051 0.444
F 3.460 -9.698 -1.099 -0.096 0.035 0.278
F 5.045 -8.783 -2.284 -0.061 -0.005 0.545
H 1.717 -4.551 -1.847 -0.117 0.026 0.093
H 2.055 -3.618 -0.378 0.008 -0.218 0.091
H 3.367 -4.392 -1.273 0.022 0.050 0.119
H 1.121 -5.839 0.218 -0.011 -0.281 -0.180
H 2.782 -5.736 0.776 0.188 -0.163 -0.149
F -3.610 2.962 -0.264 0.363 -0.107 -0.116
Al 2.772 -10.661 0.831 -0.007 -0.102 0.046
Br -2.970 -3.006 0.327 -0.380 0.732 0.311
C -7.033 1.397 -0.436 -0.306 -0.144 0.186
Cl -8.188 1.301 -1.764 0.520 -0.096 0.050
Cl -7.479 0.312 0.877 0.058 0.041 -0.021
Cl -5.406 1.022 -1.026 -0.644 -0.096 -0.341
H -7.030 2.413 -0.056 0.103 -0.012 -0.039
C 1.451 3.260 5.664 -0.211 -0.009 0.097
N 1.984 2.094 4.905 -0.021 0.029 0.085
O 1.246 1.137 4.740 0.128 0.092 -0.150
O 3.124 2.177 4.499 -0.202 -0.038 0.284
H 0.431 3.043 5.959 0.034 -0.077 -0.029
H 2.086 3.401 6.533 0.077 0.059 -0.086
H 1.491 4.123 5.006 0.143 0.004 0.041
Br -10.390 2.975 -2.057 0.047 0.493 -0.228
C 8.218 0.249 -2.204 0.120 0.057 -0.010
Cl 8.372 1.546 -3.391 -0.028 -0.053 0.046
Cl 8.318 0.923 -0.574 -0.029 -0.028 -0.038
Cl 6.651 -0.554 -2.410 0.083 -0.055 -0.092
Cl 9.514 -0.927 -2.439 -0.064 0.032 0.013
O -10.099 6.285 -2.900 3.125 0.193 -0.080
Cl -11.492 6.552 -3.432 -2.144 0.194 -0.950
O -11.385 6.809 -4.833 0.687 -0.084 0.066
O -12.018 7.672 -2.747 0.531 -0.027 0.278
O -12.212 5.365 -3.169 0.066 -0.126 0.125
Mg -8.168 6.214 -3.543 -2.684 -0.393 0.725
```
Positions in Å, forces in eV/Å.

Values from the calculation:
LUMO level (eV): -8.707
Kohn-Sham gap (eV): 2.11
Total charge: +2
Maximum force (eV/Å): 3.1